## i
{
  "formula": "C6H10NO",
  "method": "ωB97M-V with the def2-TZVPD basis set",
  "total_charge": 1,
  "multiplicity": 1,
  "e_homo_ev": -13.6,
  "orbital_gap_ev": 10.44,
  "elements": ["C", "C", "C", "C", "N", "C", "C", "O", "H", "H", "H", "H", "H", "H", "H", "H", "H", "H"],
  "xyz": [[1.637, -1.828, 0.183], [0.523, -0.873, 0.211], [0.358, 0.434, 0.008], [1.145, 1.482, -0.731], [-0.872, 0.854, 0.379], [-2.139, 0.359, -0.359], [-1.621, -0.318, 0.859], [-0.748, -1.383, 0.774], [2.523, -1.449, -0.468], [1.349, -2.817, -0.314], [1.816, -1.960, 1.159], [0.788, 1.517, -1.720], [2.307, 1.321, -0.803], [1.070, 2.325, -0.137], [-1.034, 1.748, 0.797], [-1.902, -0.116, -1.262], [-3.015, 1.111, -0.252], [-2.186, -0.407, 1.675]],
  "lowdin_charge": [0.029, -0.138, -0.254, 0.029, 0.068, 0.127, -0.185, 0.061, 0.143, 0.135, 0.051, 0.079, 0.146, 0.059, 0.199, 0.128, 0.183, 0.140]
}

=====

## ii
{
  "formula": "C6H10NO",
  "method": "ωB97M-V with the def2-TZVPD basis set",
  "total_charge": 1,
  "multiplicity": 1,
  "e_homo_ev": -13.6,
  "orbital_gap_ev": 9.39,
  "elements": ["C", "C", "C", "C", "C", "C", "N", "O", "H", "H", "H", "H", "H", "H", "H", "H", "H", "H"],
  "xyz": [[-2.929, -1.205, -1.948], [-3.082, -1.112, -0.740], [0.959, 1.367, 1.171], [0.764, -0.027, 0.713], [1.885, -0.945, 0.258], [-1.033, 1.296, -0.508], [0.338, 1.109, -0.106], [-1.852, 1.448, 0.484], [-2.945, -0.970, -2.955], [0.257, 1.584, 2.022], [1.914, 1.892, 1.015], [-0.153, -0.443, 1.268], [1.936, -1.605, 1.050], [2.819, -0.395, -0.014], [1.529, -1.553, -0.621], [-3.111, -1.398, 0.261], [0.882, 1.218, -0.859], [-2.778, 1.284, 0.269]],
  "lowdin_charge": [0.053, -0.015, 0.013, -0.224, 0.006, 0.023, -0.024, 0.094, 0.016, 0.160, 0.156, 0.188, 0.064, 0.116, 0.117, 0.015, 0.121, 0.123]
}

=====

Calculated relative energies: i 0.0000; ii 0.1242, given in hartree

=====

## i
{
  "formula": "C6H10NO",
  "method": "ωB97M-V with the def2-TZVPD basis set",
  "total_charge": 1,
  "multiplicity": 1,
  "e_homo_ev": -14.4,
  "orbital_gap_ev": 9.82,
  "elements": ["C", "C", "C", "C", "C", "C", "N", "O", "H", "H", "H", "H", "H", "H", "H", "H", "H", "H"],
  "xyz": [[-1.558, 0.608, 2.097], [-0.923, -0.581, 1.769], [-0.801, 1.206, 1.081], [0.799, 0.503, -1.610], [0.534, -1.846, -0.819], [0.669, -0.463, -0.409], [-0.580, -0.053, 0.319], [-0.030, 2.236, 1.126], [-2.230, 0.803, 2.963], [0.131, 0.229, -2.452], [0.460, 1.494, -1.215], [1.827, 0.536, -1.901], [1.124, -2.535, -0.165], [0.983, -1.900, -1.783], [-0.468, -2.287, -0.876], [1.511, -0.205, 0.275], [-1.293, -0.477, -0.375], [-0.155, 2.731, 1.977]],
  "lowdin_charge": [0.020, 0.193, -0.275, -0.016, -0.050, -0.394, -0.005, 0.194, 0.147, 0.108, 0.086, 0.090, 0.120, 0.085, 0.109, 0.171, 0.221, 0.195]
}

=====

## ii
{
  "formula": "C6H10NO",
  "method": "ωB97M-V with the def2-TZVPD basis set",
  "total_charge": 1,
  "multiplicity": 1,
  "e_homo_ev": -14.0,
  "orbital_gap_ev": 9.82,
  "elements": ["C", "N", "C", "C", "C", "C", "O", "C", "H", "H", "H", "H", "H", "H", "H", "H", "H", "H"],
  "xyz": [[1.684, -0.012, 1.532], [0.854, -0.384, 0.407], [0.453, 0.788, -0.307], [0.106, 0.576, -1.611], [-1.294, 0.826, -1.858], [-1.936, 0.212, -0.882], [-1.465, -0.893, -0.122], [-0.449, -0.939, 0.792], [2.448, 0.627, 1.190], [1.152, 0.479, 2.304], [2.107, -0.934, 1.919], [1.352, -0.976, -0.337], [-0.017, 1.427, 0.365], [0.625, -0.029, -2.388], [-1.765, 1.536, -2.594], [-3.006, 0.082, -0.889], [-0.208, -1.951, 0.733], [-0.639, -0.436, 1.746]],
  "lowdin_charge": [0.023, -0.143, -0.062, -0.026, -0.041, -0.062, -0.020, -0.138, 0.108, 0.108, 0.125, 0.239, 0.126, 0.151, 0.153, 0.139, 0.152, 0.167]
}

=====

Calculated relative energies: i 0.0149; ii 0.0000, given in hartree